No. 1
Computed, not measured: one molecule with the formula C4H6Cl2, with ωB97M-V/def2-TZVPD.

E_tot in eV: -29289.48291
E_HOMO in eV: -9.985
Relative energy (zero: lowest compared OMol25 entry of this formula, charge and spin) in kJ/mol: 35.5
Strongest force on any atom in Eh/bohr: 0.0324
Kohn-Sham gap in eV: 10.806
SMILES: ClC/C=C/CCl

Last column: Mulliken charge in e.
Geometry (Å):
1 Cl 2.53914 -1.24227 -0.16537  -0.20
2 Cl -2.82581 -0.93568 -0.62670  -0.20
3 C -1.79499 -0.16043 0.64672  -0.63
4 C -0.34085 -0.33333 0.40519  -0.10
5 C 1.82175 0.38312 -0.54620  -0.48
6 C 0.36513 0.49335 -0.36082  -0.17
7 H 2.11193 0.52839 -1.54763  0.33
8 H -0.22469 1.25026 -0.89843  0.28
9 H -2.06471 0.86245 0.65524  0.31
10 H 0.07645 -1.23466 0.87454  0.28
11 H -2.12444 -0.72147 1.54829  0.32
12 H 2.46108 1.11027 0.01519  0.28

***

No. 2
Computed, not measured: a 2-piece molecular cluster, C4H6Cl2NPS overall, with ωB97M-V/def2-TZVPD.

E_tot in eV: -50902.46678
E_HOMO in eV: -9.012
Strongest force on any atom in Eh/bohr: 0.0654
Kohn-Sham gap in eV: 8.938
SMILES: C#C/C=N\C.SP(Cl)Cl

Last column: Mulliken charge in e.
Geometry (Å):
1 Cl 4.73779 -1.34434 -0.37518  -0.23
2 Cl 3.96248 1.69307 -1.03052  -0.23
3 S 2.49138 0.05923 1.52705  -0.27
4 P 3.09077 -0.09715 -0.49843  0.43
5 N -0.26113 0.05397 0.08179  -0.26
6 C -3.30837 -1.15781 -0.78032  0.06
7 C -0.75581 -1.01922 -0.42604  -0.25
8 C -1.09210 1.14406 0.60348  -1.16
9 C -2.11468 -1.24080 -0.65226  -0.37
10 H -1.85145 1.37624 -0.07034  0.46
11 H -4.42149 -1.02486 -0.89166  0.35
12 H -0.37215 1.85746 0.66813  0.40
13 H -1.24852 0.90391 1.64797  0.37
14 H 1.22810 0.47808 1.05056  0.31
15 H -0.08483 -1.68184 -0.85423  0.39